ORCA calculation (ωB97M-V/def2-TZVPD) on a molecular structure, C20H42B2CaF4N8O4.

Geometry (Å):
Ca: -0.50870 -0.01222 -0.29865
C: 0.80762 2.15215 2.28774
N: 0.56649 0.92658 3.03506
C: 1.70119 0.18710 3.54957
C: 1.01842 -1.04447 4.11250
N: -0.15755 -1.17565 3.25227
C: -1.21519 -2.04399 3.74030
C: -0.42614 0.04521 2.65785
N: -1.37794 0.40636 1.85889
C: -2.58896 -0.35905 1.54491
C: -3.55746 0.59066 0.85741
N: -2.84694 1.25349 -0.24139
C: -3.47453 1.93590 -1.13035
N: -4.84203 2.08141 -1.32418
C: -5.73945 2.36707 -0.21302
C: -5.07052 2.91846 -2.50488
C: -3.73543 2.86014 -3.22765
N: -2.82325 2.63804 -2.11587
C: -1.42640 2.37032 -2.38947
H: 1.26264 2.88728 2.95236
H: -0.14556 2.54109 1.93493
H: 1.46156 1.98476 1.43513
H: 2.22590 0.75554 4.31419
H: 2.40745 -0.06182 2.75017
H: 0.72459 -0.89496 5.15612
H: 1.64006 -1.93419 4.05100
H: -0.74585 -2.87721 4.25975
H: -1.80224 -2.45676 2.92639
H: -1.88275 -1.53646 4.44400
H: -3.09160 -0.83063 2.38573
H: -2.37361 -1.17278 0.85313
H: -3.88458 1.33747 1.58394
H: -4.43746 0.01933 0.54742
H: -5.50152 3.32423 0.26642
H: -5.72276 1.58660 0.53713
H: -6.75189 2.42690 -0.60704
H: -5.30978 3.94401 -2.20796
H: -5.89245 2.52620 -3.09693
H: -3.49374 3.78265 -3.74730
H: -3.70177 2.03461 -3.94446
H: -1.08560 3.02204 -3.18916
H: -1.26281 1.34703 -2.73167
H: -0.82102 2.58674 -1.50805
C: -1.86462 -3.20042 -3.39864
O: -1.08015 -3.76996 -2.32244
C: -0.99388 -3.03640 -1.23749
O: -1.64480 -1.99232 -1.06235
N: -0.19034 -3.59261 -0.31081
N: 0.12705 -2.80680 0.79881
H: -1.93387 -3.99188 -4.13679
H: -1.35784 -2.32695 -3.80064
H: -2.84995 -2.92397 -3.03846
H: 0.44687 -4.30806 -0.61862
H: 1.06675 -2.42106 0.68346
H: 0.08503 -3.35842 1.64138
C: 4.45113 -1.51660 -1.27769
C: 3.98612 -0.91092 0.03200
C: 4.70612 -1.57897 1.19059
O: 2.57818 -1.22001 0.17452
B: 1.77968 -0.06080 0.32255
O: 2.65587 1.04333 0.36383
C: 4.02542 0.66420 0.07700
C: 4.89757 1.23492 1.18348
C: 4.38940 1.31364 -1.24759
H: 4.42380 -2.60685 -1.20147
H: 5.47678 -1.21837 -1.50652
H: 3.80281 -1.22424 -2.10460
H: 4.57245 -2.65989 1.10947
H: 4.29153 -1.25846 2.14861
H: 5.77813 -1.36879 1.18342
H: 4.53836 0.93403 2.17129
H: 4.87185 2.32695 1.13383
H: 5.93846 0.91718 1.07426
H: 3.72299 0.98665 -2.04848
H: 5.42498 1.10072 -1.52860
H: 4.27810 2.39513 -1.14241
F: 0.83566 -1.49955 -2.35081
B: 0.72269 -0.40559 -3.26254
F: -0.65689 -0.32611 -3.64709
F: 1.56280 -0.55786 -4.34692
F: 1.01728 0.78594 -2.51383

**M**: 596.30 u
**Lowest unoccupied orbital energy**: 0.445 eV
**Frontier orbital gap**: 7.106 eV
**Calculated total energy**: -72204.064 eV

Per-atom Mulliken charges, elementary charge units: -0.182 -0.625 0.054 0.245 -0.995 0.538 -1.384 0.332 -0.740 -0.964 -1.497 0.192 -0.061 0.084 -1.064 -0.725 -0.579 0.084 -0.772 0.350 0.324 0.136 0.636 -0.641 0.385 0.421 0.377 0.445 0.325 0.558 0.388 0.520 0.558 0.343 0.374 0.382 0.355 0.345 0.383 0.309 0.384 0.171 0.281 -0.570 -0.498 0.670 -0.671 -0.374 0.202 0.253 0.185 0.260 0.287 0.021 0.311 -1.918 1.855 -2.101 -0.988 1.607 0.013 2.209 -2.009 -2.068 0.445 0.408 0.175 0.461 0.195 0.403 0.232 0.428 0.405 0.207 0.407 0.504 -0.358 0.493 -0.502 -0.288 -0.344

=====

ORCA calculation (ωB97M-V/def2-TZVPD) on 5 unconnected molecules or ions with the total composition C20H42BClIO7S.

Geometry (Å):
C: 0.98130 -0.30415 2.85083
C: 0.88374 1.21909 3.00946
Cl: 1.96097 2.04672 1.78646
C: -0.53995 1.74884 2.91772
B: -1.27642 1.56773 1.46725
O: -0.70620 0.60415 0.56851
I: -1.23551 3.66649 0.34105
C: -2.90761 1.32310 1.58596
S: -3.42873 -0.09571 2.45753
O: -2.82707 -1.29813 1.94384
O: -3.42315 0.14523 3.88220
H: 0.00222 -0.72185 2.62200
H: 1.37308 -0.77004 3.75645
H: 1.63849 -0.56941 2.02746
H: 1.33530 1.51976 3.95349
H: -1.09757 1.20495 3.68961
H: -0.55630 2.79915 3.22286
H: 0.08747 0.95439 0.15331
H: -3.30078 1.20167 0.57275
H: -3.41050 2.16491 2.06501
H: -4.74482 -0.15771 2.10565
C: 3.02360 -3.70279 -0.65936
C: 2.42232 -2.55918 -1.47753
C: 2.10166 -1.54170 -0.39271
O: 3.10160 -1.72218 0.61622
C: 3.80122 -2.94097 0.41203
H: 3.64090 -4.38342 -1.24164
H: 2.22258 -4.28510 -0.19814
H: 3.15895 -2.15221 -2.17482
H: 1.54014 -2.85146 -2.04659
H: 1.11712 -1.72582 0.05251
H: 2.12886 -0.51218 -0.73979
H: 4.82281 -2.71915 0.07680
H: 3.86237 -3.48095 1.35995
C: -4.28290 6.47452 2.32122
C: -5.07933 6.00606 3.53740
C: -4.20088 4.86900 4.04915
O: -2.86175 5.22502 3.72880
C: -2.84765 6.31570 2.80732
H: -4.51210 7.49368 2.00960
H: -4.45913 5.80618 1.47565
H: -5.14109 6.80384 4.28205
H: -6.09189 5.67915 3.30042
H: -4.45226 3.92347 3.55510
H: -4.27615 4.72049 5.12814
H: -2.49945 7.21478 3.33082
H: -2.16455 6.08042 1.99186
C: 0.33882 -6.88533 -4.03276
C: 0.62844 -7.82890 -2.86686
C: 2.04094 -7.40800 -2.47850
O: 2.13801 -6.01782 -2.77708
C: 1.01769 -5.60575 -3.56040
H: -0.72358 -6.74674 -4.22859
H: 0.81203 -7.25400 -4.94570
H: -0.06382 -7.63443 -2.04540
H: 0.56190 -8.88432 -3.12883
H: 2.79085 -7.95547 -3.06129
H: 2.25542 -7.55320 -1.41846
H: 0.34352 -5.00916 -2.93686
H: 1.37576 -4.97790 -4.37716
C: 2.41991 3.09804 -3.40865
C: 0.92296 2.79506 -3.36176
C: 0.92129 1.27563 -3.25178
O: 2.10666 0.92963 -2.53521
C: 2.96655 2.06522 -2.43101
H: 2.66576 4.11836 -3.11677
H: 2.81446 2.92122 -4.41266
H: 0.47606 3.23652 -2.46899
H: 0.37511 3.15242 -4.23323
H: 0.94915 0.80222 -4.24081
H: 0.05892 0.89044 -2.70579
H: 2.93710 2.44131 -1.40336
H: 3.98711 1.75056 -2.65592

**Net charge**: -1
**M**: 599.79 u
**Lowest unoccupied orbital energy**: 2.390 eV
**Frontier orbital gap**: 7.485 eV
**Calculated total energy**: -67890.819 eV

Per-atom Mulliken charges, elementary charge units: -0.558 0.062 -0.226 -1.194 0.877 -0.667 -0.491 -0.512 0.950 -0.567 -0.613 0.167 0.368 -0.131 0.598 0.397 0.275 -0.080 0.321 -0.004 0.068 -0.343 -0.371 0.180 -0.486 -0.509 0.318 0.175 0.197 0.317 0.055 -0.092 0.270 0.276 -0.481 -0.548 -0.239 -0.368 -0.228 0.356 0.225 0.243 0.337 0.087 0.284 0.252 0.070 -0.554 -0.540 -0.426 -0.324 -0.412 0.327 0.262 0.276 0.336 0.262 0.255 0.235 0.301 -0.615 -0.250 -0.365 -0.290 -0.383 0.341 0.269 -0.050 0.372 0.282 0.215 0.158 0.301

=====

Number 1: E_HOMO -0.245 hartree. Number 2: E_HOMO -0.187 hartree.